Record 1
The following is a quantum chemistry calculation of a single C19H24N2O3S2 molecule in a non-equilibrium geometry, from OMol25.

Cartesian coordinates (Å):
C -5.083 2.589 -1.234
C -3.603 2.496 -1.018
C -2.835 1.572 -1.713
C -1.468 1.483 -1.526
C -0.830 2.341 -0.635
N 0.548 2.260 -0.392
C 1.447 1.655 -1.350
C 1.457 0.114 -1.345
O 1.141 -0.524 -2.330
N 1.828 -0.405 -0.165
C 2.040 -1.827 0.082
C 0.781 -2.645 -0.213
C 1.027 -4.119 0.096
C 2.197 -4.649 -0.728
C 3.455 -3.833 -0.446
C 3.211 -2.358 -0.749
S 1.095 2.602 1.143
O 2.363 1.937 1.290
O 1.060 4.001 1.432
C -0.101 1.798 2.175
C -0.577 0.528 2.060
C -1.525 0.224 3.058
C -1.741 1.271 3.900
S -0.796 2.647 3.494
C -1.587 3.289 0.049
C -2.955 3.354 -0.139
H -5.491 1.631 -1.546
H -5.301 3.318 -2.015
H -5.588 2.911 -0.325
H -3.312 0.899 -2.411
H -0.906 0.746 -2.076
H 1.176 1.995 -2.354
H 2.451 2.011 -1.109
H 2.186 0.250 0.523
H 2.284 -1.918 1.147
H -0.054 -2.273 0.386
H 0.525 -2.525 -1.265
H 0.126 -4.694 -0.124
H 1.249 -4.237 1.160
H 2.373 -5.700 -0.492
H 1.951 -4.577 -1.789
H 4.282 -4.201 -1.055
H 3.735 -3.948 0.604
H 4.107 -1.773 -0.530
H 2.970 -2.232 -1.805
H -0.264 -0.148 1.286
H -2.021 -0.726 3.140
H -2.404 1.312 4.742
H -1.098 3.986 0.708
H -3.525 4.095 0.403

Its energy above the lowest of the compared OMol25 structures with the same formula, charge and spin is 22.7 kcal per mole. The value obtained for the maximum force is 1.06 eV/A. As for the total energy: -1870.0296 a.u. The LUMO energy comes out at 0.3 eV. Its SMILES is Cc1ccc(N(CC(=O)NC2CCCCC2)S(=O)(=O)c2cccs2)cc1. For the HOMO energy, the calculation gives -8.450 eV. As for the orbital gap: 8.7 eV.

These are the Löwdin partial charges, in e, on atoms 1 to 4:
1. C -0.053
2. C -0.283
3. C -0.031
4. C 0.004

---

Record 2
The following is a quantum chemistry calculation of a single C19H24N2O5S molecule, from OMol25.

Cartesian coordinates (Å):
C -2.517 -2.715 -2.024
C -1.097 -2.524 -1.526
O -0.711 -1.165 -1.749
C 0.344 -0.718 -1.068
O 0.972 -1.380 -0.287
C 0.654 0.713 -1.504
N 1.326 1.534 -0.532
C 2.782 1.556 -0.563
C 3.373 0.295 -0.031
S 4.021 -0.883 -1.128
C 4.411 -1.934 0.172
C 4.058 -1.408 1.368
C 3.456 -0.126 1.263
C 2.983 0.643 2.453
C 0.686 2.512 0.178
O 1.278 3.430 0.713
N -0.695 2.445 0.186
C -1.466 1.308 0.478
C -0.982 0.260 1.238
C -1.769 -0.846 1.526
C -3.071 -0.896 1.057
O -3.943 -1.928 1.259
C -3.511 -3.025 2.026
C -3.581 0.168 0.308
C -2.796 1.266 0.017
O -3.204 2.354 -0.697
C -4.528 2.382 -1.171
H -3.199 -2.084 -1.461
H -2.810 -3.753 -1.903
H -2.581 -2.447 -3.076
H -0.397 -3.175 -2.062
H -1.013 -2.737 -0.455
H 1.303 0.620 -2.385
H -0.282 1.182 -1.817
H 3.089 2.413 0.042
H 3.120 1.716 -1.594
H 4.877 -2.876 -0.035
H 4.213 -1.909 2.308
H 3.802 0.782 3.158
H 2.596 1.618 2.169
H 2.196 0.088 2.962
H -1.135 3.323 0.432
H 0.029 0.305 1.612
H -1.348 -1.642 2.117
H -3.245 -2.724 3.044
H -4.356 -3.710 2.062
H -2.657 -3.530 1.563
H -4.602 0.092 -0.028
H -5.249 2.338 -0.349
H -4.721 1.561 -1.869
H -4.633 3.331 -1.693

Its energy above the lowest of the compared OMol25 structures with the same formula, charge and spin is 47.3 kcal per mole. The value obtained for the maximum force is 0.61 eV/A. As for the total energy: -1622.3242 a.u. The LUMO energy comes out at 0.7 eV. Its SMILES is CCOC(=O)CN(Cc1sccc1C)C(=O)Nc1ccc(OC)cc1OC. For the HOMO energy, the calculation gives -8.014 eV. As for the orbital gap: 8.7 eV.

These are the Löwdin partial charges, in e, on atoms 1 to 4:
1. C -0.049
2. C -0.209
3. O 0.005
4. C -0.489

---

Record 3
The following is a quantum chemistry calculation of a single C19H24N2O5S molecule in a non-equilibrium geometry, from OMol25.

Cartesian coordinates (Å):
C -2.417 3.979 5.109
O -2.382 2.882 4.230
C -2.357 3.227 2.864
C -1.003 3.760 2.374
C 0.157 2.850 2.791
N 0.017 1.511 2.272
C 0.735 1.049 1.229
O 1.592 1.708 0.663
C 0.400 -0.339 0.799
C 1.429 -1.199 0.434
C 1.157 -2.440 -0.105
C -0.163 -2.824 -0.344
N -0.505 -3.969 -1.074
C 0.448 -5.051 -1.162
S -1.230 -3.546 -2.570
O -2.536 -3.023 -2.307
O -1.118 -4.690 -3.423
C -0.137 -2.227 -3.066
C -0.452 -0.935 -2.687
C 0.515 0.051 -2.716
C 1.812 -0.260 -3.128
O 2.846 0.601 -3.122
C 2.669 1.877 -2.533
C 2.093 -1.555 -3.585
C 1.128 -2.537 -3.536
C -1.197 -1.990 0.083
C -0.918 -0.764 0.653
H -1.492 4.565 5.076
H -2.541 3.566 6.108
H -3.262 4.640 4.882
H -2.605 2.303 2.335
H -3.141 3.968 2.645
H -0.824 4.758 2.777
H -1.039 3.836 1.287
H 1.095 3.248 2.397
H 0.211 2.800 3.882
H -0.667 0.917 2.711
H 2.451 -0.874 0.558
H 1.976 -3.082 -0.385
H -0.036 -5.853 -1.712
H 0.692 -5.391 -0.155
H 1.368 -4.773 -1.686
H -1.456 -0.722 -2.359
H 0.265 1.047 -2.389
H 3.649 2.350 -2.571
H 1.957 2.481 -3.103
H 2.342 1.798 -1.492
H 3.089 -1.766 -3.940
H 1.336 -3.545 -3.858
H -2.213 -2.302 -0.089
H -1.734 -0.116 0.938

Its energy above the lowest of the compared OMol25 structures with the same formula, charge and spin is 69.7 kcal per mole. The value obtained for the maximum force is 1.11 eV/A. As for the total energy: -1622.2885 a.u. The LUMO energy comes out at 0.6 eV. Its SMILES is COCCCNC(=O)c1ccc(N(C)S(=O)(=O)c2ccc(OC)cc2)cc1. For the HOMO energy, the calculation gives -8.809 eV. As for the orbital gap: 9.4 eV.

These are the Löwdin partial charges, in e, on atoms 1 to 4:
1. C -0.109
2. O -0.200
3. C -0.239
4. C -0.149

---

Record 4
The following is a quantum chemistry calculation of a single C19H24N4O2S molecule in a non-equilibrium geometry, from OMol25.

Cartesian coordinates (Å):
C -5.367 -4.588 -2.060
C -4.848 -5.598 -1.045
C -3.337 -5.837 -1.183
C -2.567 -4.608 -0.868
N -2.343 -4.184 0.322
N -1.666 -3.043 0.383
C -1.358 -2.575 -0.779
N -0.671 -1.413 -0.971
C -0.355 -0.956 -2.211
O -0.650 -1.551 -3.227
C 0.390 0.368 -2.217
C 1.674 0.366 -1.372
C 1.422 0.792 0.067
O 0.469 0.385 0.715
N 2.327 1.637 0.576
C 2.250 2.167 1.934
C 3.602 2.029 2.631
C 4.566 3.114 2.164
C 4.026 4.480 2.570
C 2.600 4.677 2.137
C 2.089 5.966 2.027
C 0.776 6.185 1.657
C -0.054 5.107 1.394
C 0.441 3.823 1.503
C 1.763 3.597 1.875
S -1.905 -3.560 -2.120
H -5.142 -4.913 -3.074
H -4.908 -3.615 -1.904
H -6.444 -4.476 -1.965
H -5.362 -6.552 -1.184
H -5.053 -5.245 -0.034
H -3.037 -6.620 -0.484
H -3.106 -6.158 -2.200
H -0.400 -0.862 -0.141
H 0.632 0.588 -3.257
H -0.290 1.142 -1.853
H 2.101 -0.640 -1.354
H 2.408 1.032 -1.829
H 3.069 1.993 -0.005
H 1.499 1.549 2.440
H 4.009 1.035 2.433
H 3.452 2.124 3.707
H 5.550 2.956 2.608
H 4.684 3.074 1.078
H 4.649 5.275 2.154
H 4.070 4.572 3.660
H 2.736 6.806 2.234
H 0.399 7.194 1.576
H -1.083 5.269 1.108
H -0.198 2.975 1.307

Its energy above the lowest of the compared OMol25 structures with the same formula, charge and spin is 20.7 kcal per mole. The value obtained for the maximum force is 1.69 eV/A. As for the total energy: -1506.1633 a.u. The LUMO energy comes out at 0.4 eV. Its SMILES is CCCc1nnc(NC(=O)CCC(=O)N[C@H]2CCCc3ccccc32)s1. For the HOMO energy, the calculation gives -8.547 eV. As for the orbital gap: 9.0 eV.

These are the Löwdin partial charges, in e, on atoms 1 to 4:
1. C -0.115
2. C -0.257
3. C -0.213
4. C -0.606

---

Please write out number 4 again, unchanged.
The following is a quantum chemistry calculation of a single C19H24N4O2S molecule in a non-equilibrium geometry, from OMol25.

Cartesian coordinates (Å):
C -5.367 -4.588 -2.060
C -4.848 -5.598 -1.045
C -3.337 -5.837 -1.183
C -2.567 -4.608 -0.868
N -2.343 -4.184 0.322
N -1.666 -3.043 0.383
C -1.358 -2.575 -0.779
N -0.671 -1.413 -0.971
C -0.355 -0.956 -2.211
O -0.650 -1.551 -3.227
C 0.390 0.368 -2.217
C 1.674 0.366 -1.372
C 1.422 0.792 0.067
O 0.469 0.385 0.715
N 2.327 1.637 0.576
C 2.250 2.167 1.934
C 3.602 2.029 2.631
C 4.566 3.114 2.164
C 4.026 4.480 2.570
C 2.600 4.677 2.137
C 2.089 5.966 2.027
C 0.776 6.185 1.657
C -0.054 5.107 1.394
C 0.441 3.823 1.503
C 1.763 3.597 1.875
S -1.905 -3.560 -2.120
H -5.142 -4.913 -3.074
H -4.908 -3.615 -1.904
H -6.444 -4.476 -1.965
H -5.362 -6.552 -1.184
H -5.053 -5.245 -0.034
H -3.037 -6.620 -0.484
H -3.106 -6.158 -2.200
H -0.400 -0.862 -0.141
H 0.632 0.588 -3.257
H -0.290 1.142 -1.853
H 2.101 -0.640 -1.354
H 2.408 1.032 -1.829
H 3.069 1.993 -0.005
H 1.499 1.549 2.440
H 4.009 1.035 2.433
H 3.452 2.124 3.707
H 5.550 2.956 2.608
H 4.684 3.074 1.078
H 4.649 5.275 2.154
H 4.070 4.572 3.660
H 2.736 6.806 2.234
H 0.399 7.194 1.576
H -1.083 5.269 1.108
H -0.198 2.975 1.307

Its energy above the lowest of the compared OMol25 structures with the same formula, charge and spin is 20.7 kcal per mole. The value obtained for the maximum force is 1.69 eV/A. As for the total energy: -1506.1633 a.u. The LUMO energy comes out at 0.4 eV. Its SMILES is CCCc1nnc(NC(=O)CCC(=O)N[C@H]2CCCc3ccccc32)s1. For the HOMO energy, the calculation gives -8.547 eV. As for the orbital gap: 9.0 eV.

These are the Löwdin partial charges, in e, on atoms 1 to 4:
1. C -0.115
2. C -0.257
3. C -0.213
4. C -0.606

---

Look up the orbital gap of the fourth one.
9.0 eV

---

Which of these has the highest maximum force?
C19H24N4O2S

---

Look up the maximum force of the first one.
1.06 eV/A